This record from the Open Molecules 2025 dataset describes a cluster of 3 separate species, C32H63BrIN3O12P in total at a distorted geometry. The level of theory is ωB97M-V/def2-TZVPD.

Bonds (Å) are listed after each position.
CARTESIAN COORDINATES (ANGSTROEM)
1 C -4.481 -1.375 3.556  C2 1.664, H37 1.172, H38 1.194, H39 1.192
2 C -5.252 -0.927 2.152  C1 1.664, C3 1.654, H40 1.192, H41 1.192
3 C -5.043 0.682 1.830  C2 1.654, N4 1.517, H42 1.189, H43 1.188
4 N -3.581 0.873 1.473  C3 1.517, C5 1.505, H44 1.051
5 C -3.392 1.416 0.082  N4 1.505, C6 1.636, C30 1.635, H45 1.196
6 C -3.920 2.945 -0.165  C5 1.636, C7 1.632, H46 1.177, H47 1.191
7 C -2.809 4.118 0.068  C6 1.632, I8 2.233, N9 1.503, H48 1.197
8 I -2.645 5.491 -1.686  C7 2.233, Br10 3.193
9 N -1.483 3.693 0.634  C7 1.503, Br10 1.912, C11 1.497, H49 1.066
10 Br -0.414 5.277 0.588  I8 3.193, N9 1.912
11 C -0.821 2.482 0.056  N9 1.497, C12 1.668, C23 1.672, C30 1.673
12 C 0.207 1.852 1.209  C11 1.668, C13 1.641, H50 1.194, H51 1.195
13 C -0.549 1.166 2.493  C12 1.641, C14 1.672, H52 1.168, H53 1.170
14 C 0.669 0.690 3.536  C13 1.672, P15 1.909, H54 1.187, H55 1.173
15 P 0.219 0.892 5.380  C14 1.909, O16 1.611, O17 1.741, O20 1.761
16 O -0.101 2.439 5.693  P15 1.611
17 O -1.156 -0.032 5.914  P15 1.741, C18 1.471
18 C -1.356 -1.255 5.122  O17 1.471, C19 1.643, H56 1.173, H57 1.193
19 C -0.167 -2.378 5.269  C18 1.643, H58 1.183, H59 1.193, H60 1.171
20 O 1.630 0.380 6.303  P15 1.761, C21 1.472
21 C 1.401 0.563 7.746  O20 1.472, C22 1.664, H61 1.192, H62 1.172
22 C 0.951 -0.872 8.459  C21 1.664, H63 1.182, H64 1.170, H65 1.193
23 C 0.160 2.788 -1.263  C11 1.672, C24 1.631, H66 1.168, H67 1.195
24 C 1.743 2.986 -0.928  C23 1.631, O25 1.480, H68 1.192, H69 1.186
25 O 2.527 3.572 -2.039  C24 1.480, C26 1.471
26 C 2.263 5.010 -2.199  O25 1.471, O27 1.338, C28 1.673
27 O 2.482 5.966 -1.290  C26 1.338
28 C 1.658 5.474 -3.688  C26 1.673, C29 1.641, H70 1.193, H71 1.190
29 C 0.902 4.257 -4.488  C28 1.641, H72 1.193, H73 1.190, H74 1.179
30 C -1.881 1.331 -0.537  C5 1.635, C11 1.673, C31 1.645, H75 1.196
31 C -1.236 -0.181 -0.588  C30 1.645, C32 1.674, H76 1.170, H77 1.190
32 C -1.877 -1.071 -1.853  C31 1.674, O33 1.335, N34 1.524
33 O -2.838 -0.635 -2.669  C32 1.335
34 N -1.326 -2.485 -2.002  C32 1.524, C35 1.512, C36 1.538
35 C -0.920 -2.797 -3.425  N34 1.512, H78 1.185, H79 1.171, H80 1.176
36 C -2.452 -3.421 -1.530  N34 1.538, H81 1.189, H82 1.185, H83 1.191
37 H -3.889 -0.499 4.063  C1 1.172
38 H -3.699 -2.235 3.286  C1 1.194
39 H -5.336 -1.820 4.257  C1 1.192
40 H -6.403 -1.239 2.173  C2 1.192
41 H -4.782 -1.551 1.251  C2 1.192
42 H -5.774 1.085 0.984  C3 1.189
43 H -5.317 1.296 2.809  C3 1.188
44 H -3.162 -0.091 1.459  N4 1.051
45 H -4.067 0.729 -0.626  C5 1.196
46 H -4.882 3.179 0.472  C6 1.177
47 H -4.265 3.008 -1.303  C6 1.191
48 H -3.286 4.833 0.900  C7 1.197
49 H -1.654 3.562 1.678  N9 1.066
50 H 0.898 0.982 0.769  C12 1.194
51 H 0.859 2.734 1.682  C12 1.195
52 H -1.154 0.194 2.260  C13 1.168
53 H -1.254 1.907 3.061  C13 1.170
54 H 0.815 -0.470 3.331  C14 1.187
55 H 1.687 1.199 3.257  C14 1.173
56 H -1.568 -1.075 3.982  C18 1.173
57 H -2.344 -1.767 5.553  C18 1.193
58 H -0.667 -3.397 5.603  C19 1.183
59 H 0.266 -2.582 4.176  C19 1.193
60 H 0.736 -2.055 5.942  C19 1.171
61 H 2.451 0.871 8.217  C21 1.192
62 H 0.651 1.420 8.020  C21 1.172
63 H 1.832 -1.661 8.467  C22 1.182
64 H 0.704 -0.634 9.577  C22 1.170
65 H 0.013 -1.345 7.895  C22 1.193
66 H -0.185 3.709 -1.893  C23 1.168
67 H 0.110 1.854 -2.007  C23 1.195
68 H 2.215 1.909 -0.733  C24 1.192
69 H 1.973 3.659 0.022  C24 1.186
70 H 2.543 5.858 -4.390  C28 1.193
71 H 0.898 6.385 -3.590  C28 1.190
72 H 0.837 4.446 -5.665  C29 1.193
73 H -0.224 4.108 -4.132  C29 1.190
74 H 1.411 3.201 -4.371  C29 1.179
75 H -2.024 1.639 -1.684  C30 1.196
76 H -1.429 -0.833 0.364  C31 1.170
77 H -0.085 -0.069 -0.866  C31 1.190
78 H -0.472 -3.894 -3.414  C35 1.185
79 H -1.853 -2.790 -4.132  C35 1.171
80 H -0.063 -2.086 -3.803  C35 1.176
81 H -2.190 -4.567 -1.714  C36 1.189
82 H -3.468 -3.238 -2.112  C36 1.185
83 H -2.712 -3.221 -0.385  C36 1.191
84 C 5.604 4.537 -1.308  C85 1.520, H91 1.095, H92 1.093, H93 1.094
85 C 6.015 3.310 -0.510  C84 1.520, O86 1.433, H94 1.095, H95 1.096
86 O 6.914 2.489 -1.265  C85 1.433, C87 1.356
87 C 8.199 2.920 -1.319  O86 1.356, O88 1.222, O89 1.356
88 O 8.643 3.924 -0.781  C87 1.222
89 O 8.901 2.060 -2.098  C87 1.356, C90 1.426
90 C 10.253 2.454 -2.318  O89 1.426, H96 1.094, H97 1.095, H98 1.094
91 H 5.202 4.244 -2.284  C84 1.095
92 H 4.847 5.113 -0.770  C84 1.093
93 H 6.460 5.190 -1.501  C84 1.094
94 H 5.129 2.702 -0.301  C85 1.095
95 H 6.455 3.585 0.455  C85 1.096
96 H 10.771 2.650 -1.374  C90 1.094
97 H 10.282 3.338 -2.965  C90 1.095
98 H 10.767 1.635 -2.828  C90 1.094
99 C -0.936 -10.213 -4.678  C100 1.520, H106 1.095, H107 1.093, H108 1.094
100 C -0.692 -9.023 -3.766  C99 1.520, O101 1.433, H109 1.095, H110 1.096
101 O -0.605 -7.810 -4.523  C100 1.433, C102 1.356
102 C -1.787 -7.288 -4.935  O101 1.356, O103 1.222, O104 1.356
103 O -2.895 -7.753 -4.710  C102 1.222
104 O -1.526 -6.175 -5.665  C102 1.356, C105 1.426
105 C -2.686 -5.581 -6.244  O104 1.426, H111 1.094, H112 1.095, H113 1.094
106 H -0.180 -10.254 -5.469  C99 1.095
107 H -0.909 -11.148 -4.111  C99 1.093
108 H -1.909 -10.140 -5.174  C99 1.094
109 H 0.268 -9.149 -3.256  C100 1.095
110 H -1.462 -8.944 -2.990  C100 1.096
111 H -3.456 -5.391 -5.490  C105 1.094
112 H -3.075 -6.224 -7.040  C105 1.095
113 H -2.394 -4.624 -6.684  C105 1.094

Molar mass: 919.65 g/mol
HOMO-LUMO gap: 0.2635 Eh
Maximum force: 0.1649 Eh/bohr
E_tot: -150659.1936 eV
Charge: +1
LUMO: -0.1720 Eh